Below is a 2-piece molecular cluster, C13H27N2O5S2 overall, with properties calculated with ωB97M-V/def2-TZVPD.

Atoms and positions in Å:
C 4.14 -1.20 -0.24
C 3.66 -1.27 -1.71
N 2.55 -0.36 -1.99
C 1.25 -0.96 -2.19
S 1.17 -1.81 -3.87
C 0.90 -1.95 -1.07
C -0.54 -1.88 -0.56
C -1.53 -2.53 -1.54
C -0.58 -2.70 0.74
N -0.98 -0.50 -0.21
O -2.25 -0.40 -0.07
C -0.29 0.61 -0.94
C 0.82 1.16 -0.02
C -1.28 1.75 -1.16
C 0.21 0.16 -2.30
H 3.84 -2.11 0.27
H 5.21 -1.07 -0.18
H 3.62 -0.39 0.24
H 4.50 -1.01 -2.34
H 3.41 -2.29 -1.98
H 2.77 0.26 -2.75
H 1.95 -2.88 -3.67
H 1.01 -2.95 -1.46
H 1.58 -1.87 -0.24
H -1.78 -1.89 -2.37
H -1.11 -3.48 -1.86
H -2.43 -2.76 -0.99
H 0.06 -2.21 1.46
H -1.58 -2.78 1.12
H -0.13 -3.68 0.56
H 1.67 1.54 -0.57
H 0.39 1.90 0.64
H 1.18 0.36 0.62
H -2.08 1.47 -1.85
H -1.68 2.10 -0.22
H -0.74 2.57 -1.62
H 0.69 1.02 -2.76
H -0.61 -0.11 -2.96
C -2.06 2.26 4.48
C -2.93 1.96 3.28
O -3.46 3.24 2.90
S -2.38 4.38 3.21
O -1.65 4.67 2.03
O -3.01 5.40 3.97
O -1.43 3.51 4.17
H -2.66 2.38 5.39
H -1.30 1.50 4.65
H -3.75 1.28 3.51
H -2.36 1.57 2.44

spin multiplicity = 2
<S²> = 0.754
HOMO-LUMO gap (spin up / spin down) = 0.326 / 0.337 Eh
charge = 0
LUMO (spin up / spin down) = 0.0172 / 0.0131 Ha
E_HOMO (spin up / spin down) = -8.4 / -8.8 eV

Results of the natural (NBO) charge analysis, in e, for atoms 1 through 5: -0.626 -0.227 -0.660 0.122 -0.109

Below is C13H27NO4RhSSeSi as an isolated structure, with properties calculated with ωB97M-V/def2-TZVPD.

Atoms and positions in Å:
Rh 2.21 0.10 0.11
O 5.14 2.01 1.62
S 3.64 2.03 1.55
O 3.12 3.12 2.33
O 3.12 0.69 2.02
O 3.22 2.08 0.10
Se 6.52 0.69 0.08
C 5.09 -0.32 -0.39
N 4.12 -0.93 -0.58
C -2.28 -1.06 1.71
C -0.86 -0.49 1.67
C -0.84 0.80 2.50
C 0.07 -1.46 2.42
Si -0.18 -0.16 -0.13
C -0.92 1.49 -0.86
C -2.44 1.64 -0.66
C -0.63 1.58 -2.36
C -0.22 2.71 -0.23
C -0.55 -1.67 -1.31
C 0.37 -1.61 -2.54
C -2.00 -1.76 -1.79
C -0.20 -2.98 -0.60
H -2.61 -1.16 2.76
H -2.35 -2.05 1.26
H -3.01 -0.41 1.21
H -1.09 0.57 3.54
H -1.56 1.54 2.15
H 0.15 1.27 2.50
H -0.30 -1.60 3.44
H 1.09 -1.06 2.50
H 0.13 -2.44 1.95
H -3.00 0.81 -1.08
H -2.78 2.56 -1.16
H -2.71 1.73 0.39
H -1.19 0.85 -2.94
H 0.43 1.45 -2.57
H -0.92 2.58 -2.72
H -0.37 2.79 0.84
H -0.63 3.62 -0.68
H 0.85 2.70 -0.40
H 0.18 -0.74 -3.17
H 0.21 -2.50 -3.15
H 1.42 -1.58 -2.25
H -2.29 -0.92 -2.42
H -2.71 -1.82 -0.97
H -2.13 -2.67 -2.40
H 0.82 -2.97 -0.21
H -0.27 -3.81 -1.32
H -0.87 -3.21 0.23

relative energy (zero: lowest compared OMol25 entry of this formula, charge and spin) = 42.2 kJ/mol
spin multiplicity = 5
<S²> = 6.011
HOMO-LUMO gap (spin up / spin down) = 0.273 / 0.252 Eh
charge = -1
LUMO (spin up / spin down) = 0.1008 / 0.0349 Ha
E_HOMO (spin up / spin down) = -4.7 / -5.9 eV

Results of the natural (NBO) charge analysis, in e, for atoms 1 through 5: 0.901 -0.952 2.561 -0.976 -1.045

Below is C13H28AgBrO5 as an isolated structure, with properties calculated with ωB97M-V/def2-TZVPD.

Atoms and positions in Å:
Ag -22.80 -20.19 25.79
C -22.96 -15.27 29.41
C -22.67 -16.61 28.73
O -23.61 -17.14 27.85
H -22.38 -14.49 28.91
H -22.61 -15.31 30.44
H -24.01 -14.99 29.53
H -22.29 -17.28 29.51
H -21.77 -16.52 28.13
C -26.85 -21.79 22.09
C -25.60 -20.95 21.79
O -25.07 -20.20 22.86
H -27.06 -22.62 21.42
H -27.70 -21.10 22.06
H -26.86 -22.23 23.09
H -25.80 -20.27 20.97
H -24.90 -21.68 21.39
Br -24.64 -23.01 27.82
C -19.21 -22.52 29.98
C -19.28 -21.18 29.33
O -19.98 -20.99 28.36
C -18.24 -20.22 29.78
H -19.54 -23.33 29.34
H -19.87 -22.51 30.84
H -18.17 -22.72 30.23
H -17.84 -20.59 30.72
H -18.67 -19.22 29.77
H -17.42 -20.29 29.07
C -21.43 -16.09 22.69
C -20.33 -17.12 22.83
O -20.54 -18.17 23.52
C -19.22 -17.03 21.79
H -22.03 -16.09 23.60
H -22.06 -16.48 21.89
H -21.03 -15.11 22.42
H -18.39 -16.61 22.37
H -19.64 -16.38 21.02
H -19.01 -18.01 21.38
C -19.77 -24.17 22.20
C -20.51 -24.22 23.48
O -20.83 -23.18 24.09
C -20.79 -25.59 24.06
H -18.80 -24.63 22.42
H -19.43 -23.21 21.81
H -20.34 -24.58 21.37
H -19.98 -25.68 24.79
H -20.85 -26.44 23.38
H -21.77 -25.53 24.54

relative energy (zero: lowest compared OMol25 entry of this formula, charge and spin) = 466.6 kJ/mol
spin multiplicity = 2
<S²> = 0.755
HOMO-LUMO gap (spin up / spin down) = 0.157 / 0.111 Eh
charge = -1
LUMO (spin up / spin down) = 0.0564 / 0.0141 Ha
E_HOMO (spin up / spin down) = -2.7 / -2.6 eV

Results of the natural (NBO) charge analysis, in e, for atoms 1 through 5: 0.843 -0.646 -0.154 -0.255 0.206

Below is C13H28Cl2HfN3O2P2 as an isolated structure, with properties calculated with ωB97M-V/def2-TZVPD.

Atoms and positions in Å:
C -0.92 -0.11 -4.63
C -0.17 -0.04 -3.33
H -1.93 -0.32 -4.19
H -0.50 -0.93 -5.28
H -0.73 0.84 -5.22
O -0.62 -0.04 -2.17
Cl 1.53 -0.01 -3.58
Hf 1.14 -0.04 0.68
P 1.13 -2.45 -0.41
C -0.10 -3.53 0.42
C 0.87 -3.14 -2.07
H 1.06 -4.22 -2.05
H 2.63 -4.37 -0.29
H 1.54 -2.71 -2.81
H 3.50 -2.86 -0.64
H -1.11 -3.21 0.13
H -0.16 -2.99 -2.38
C 2.70 -3.30 -0.04
H 0.02 -4.57 0.08
H 2.98 -3.20 1.02
H -0.03 -3.51 1.51
P 0.79 2.49 -0.56
C -0.35 3.62 0.34
C 2.30 3.51 -0.52
H 0.94 2.55 -3.01
H 0.25 4.05 -2.34
H -0.76 2.59 -2.45
C 0.25 2.95 -2.25
H 3.08 3.03 -1.13
H 2.08 4.51 -0.94
H -0.30 4.63 -0.12
H -0.07 3.69 1.40
H 2.67 3.62 0.51
H -1.37 3.25 0.27
Cl 3.28 0.49 0.99
C -0.54 -1.24 4.81
N -1.18 -0.52 3.70
C -2.43 0.06 3.71
C -2.93 0.69 2.58
C -2.14 0.78 1.43
N -0.89 0.25 1.48
C -0.44 -0.33 2.63
O 0.82 -0.71 2.60
N -2.46 1.34 0.22
H -1.24 -1.21 5.65
H 0.42 -0.76 5.08
H -0.32 -2.28 4.52
H -2.96 -0.04 4.63
H -3.93 1.10 2.56
H -3.43 1.63 0.07
H -1.98 0.98 -0.63

spin multiplicity = 1
HOMO-LUMO gap = 0.324 Eh
charge = +3
LUMO = -0.3920 Ha
E_HOMO = -19.5 eV

Results of the natural (NBO) charge analysis, in e, for atoms 1 through 5: -0.746 0.574 0.262 0.299 0.304

Below is C13H28F2N2NaO as an isolated structure, with properties calculated with ωB97M-V/def2-TZVPD.

Atoms and positions in Å:
C 4.48 1.24 1.18
C 3.63 0.94 -0.11
C 2.40 1.89 -0.31
O 1.84 1.90 -1.61
C 1.58 0.60 -2.12
C 0.61 -0.28 -1.26
C 1.13 -1.78 -1.22
C 1.48 -2.24 0.26
C 0.51 -3.35 0.81
F 0.26 -4.35 -0.11
N -0.77 -0.35 -1.82
F -1.21 0.92 -2.23
C -1.73 -0.84 -0.83
C -3.21 -0.37 -1.08
C -3.60 0.98 -0.39
C -3.72 0.91 1.17
C -2.36 1.21 1.97
N -1.43 2.11 1.31
H 4.67 2.33 1.23
H 5.42 0.66 1.09
H 3.89 0.86 2.05
H 3.22 -0.10 0.01
H 4.22 0.92 -1.06
H 2.75 2.93 -0.09
H 1.65 1.66 0.50
H 1.07 0.75 -3.11
H 2.52 0.05 -2.38
H 0.50 0.03 -0.19
H 2.07 -1.93 -1.80
H 0.38 -2.47 -1.68
H 2.50 -2.70 0.24
H 1.48 -1.40 0.98
H -0.44 -2.87 1.16
H 1.00 -3.80 1.70
H -1.74 -1.95 -0.90
H -1.47 -0.59 0.24
H -3.90 -1.15 -0.67
H -3.43 -0.33 -2.18
H -2.90 1.77 -0.75
H -4.61 1.29 -0.77
H -4.07 -0.14 1.43
H -4.51 1.60 1.55
H -2.61 1.65 2.96
H -1.79 0.23 2.13
H -1.11 1.75 0.41
H -1.83 3.04 1.20
Na -2.84 -1.22 3.11

spin multiplicity = 1
HOMO-LUMO gap = 0.259 Eh
charge = +1
LUMO = -0.1817 Ha
E_HOMO = -12.0 eV

Results of the natural (NBO) charge analysis, in e, for atoms 1 through 5: -0.611 -0.429 -0.069 -0.517 -0.081

Below is C13H28IO11V as an isolated structure, with properties calculated with ωB97M-V/def2-TZVPD.

Atoms and positions in Å:
V -12.48 -24.59 -10.49
C -11.75 -20.92 -7.73
C -11.44 -22.34 -7.99
O -11.77 -22.95 -9.20
H -12.84 -20.78 -7.72
H -11.24 -20.19 -8.36
H -11.31 -20.71 -6.75
H -12.11 -22.75 -7.24
H -10.42 -22.53 -7.66
C -14.83 -22.92 -13.91
C -14.39 -22.49 -12.48
O -13.08 -22.96 -12.06
H -14.92 -24.00 -13.85
H -14.03 -22.52 -14.52
H -15.77 -22.59 -14.37
H -15.11 -22.83 -11.74
H -14.38 -21.40 -12.50
I -13.26 -26.86 -12.07
C -13.39 -28.06 -8.21
O -12.26 -27.64 -7.49
C -11.43 -26.70 -7.97
O -11.77 -25.97 -8.91
O -10.29 -26.71 -7.24
C -9.46 -25.52 -7.34
H -13.73 -28.89 -7.59
H -13.13 -28.45 -9.19
H -14.06 -27.22 -8.39
H -9.25 -25.11 -8.33
H -8.51 -25.66 -6.83
H -9.95 -24.70 -6.81
C -8.53 -22.64 -11.26
O -8.26 -24.02 -11.46
C -9.23 -24.89 -11.43
O -10.39 -24.70 -11.22
O -8.58 -26.07 -11.59
C -9.25 -27.24 -11.29
H -7.71 -21.96 -11.49
H -8.93 -22.56 -10.25
H -9.24 -22.32 -12.02
H -10.07 -27.49 -11.95
H -9.66 -27.26 -10.28
H -8.61 -28.13 -11.32
C -16.89 -25.35 -11.01
O -16.71 -24.64 -9.79
C -15.66 -24.73 -9.07
O -14.50 -25.00 -9.33
O -16.06 -24.50 -7.79
C -15.22 -24.60 -6.66
H -16.55 -26.38 -11.04
H -16.33 -24.84 -11.79
H -17.92 -25.23 -11.36
H -14.18 -24.57 -6.98
H -15.34 -25.60 -6.26
H -15.37 -23.82 -5.92

spin multiplicity = 5
<S²> = 6.010
HOMO-LUMO gap (spin up / spin down) = 0.284 / 0.192 Eh
charge = 0
LUMO (spin up / spin down) = 0.0215 / -0.0866 Ha
E_HOMO (spin up / spin down) = -7.1 / -7.6 eV

Results of the natural (NBO) charge analysis, in e, for atoms 1 through 5: 1.177 -0.610 -0.025 -0.956 0.196

Number 1: largest force on an atom 1.52 eV/A. Number 2: largest force on an atom 0.26 eV/A. Number 3: largest force on an atom 4.56 eV/A. Number 4: largest force on an atom 3.09 eV/A. Number 5: largest force on an atom 1.74 eV/A. Number 6: largest force on an atom 3.65 eV/A.